(P)
Density functional theory data (ωB97M-V/def2-TZVPD) for a structure of composition C25H19AuN5OS.

```
52
C25H19AuN5OS | the OMol25 dataset | ωB97M-V/def2-TZVPD
Au -16.581 -8.650 4.239
C -27.439 -15.971 -0.305
O -27.384 -15.170 0.831
C -26.374 -14.282 1.024
C -25.272 -14.277 0.195
C -24.192 -13.510 0.519
C -24.141 -12.715 1.675
C -25.403 -12.676 2.421
C -26.505 -13.423 2.127
C -22.946 -11.962 2.046
N -21.790 -11.953 1.442
C -20.928 -11.257 2.243
C -21.633 -10.688 3.349
N -22.916 -11.178 3.234
C -21.002 -9.787 4.227
C -21.723 -9.109 5.246
C -21.050 -8.241 6.060
C -19.646 -8.190 5.882
N -19.009 -8.903 5.006
C -19.651 -9.603 4.080
C -18.858 -10.241 3.020
N -17.501 -10.083 2.917
C -16.857 -10.750 1.977
C -17.444 -11.546 1.015
C -18.795 -11.638 1.051
C -19.547 -11.014 2.087
H -28.269 -16.683 -0.085
H -26.499 -16.402 -0.683
H -27.695 -15.301 -1.110
H -25.184 -14.911 -0.658
H -23.320 -13.690 -0.104
H -25.367 -12.011 3.296
H -27.470 -13.412 2.691
H -23.606 -10.910 3.933
H -22.795 -9.293 5.324
H -21.474 -7.653 6.851
H -18.996 -7.615 6.483
H -15.784 -10.742 2.070
H -16.862 -12.144 0.357
H -19.258 -12.255 0.342
S -15.780 -7.374 5.891
C -14.283 -6.642 5.416
N -13.856 -5.523 6.082
C -12.606 -5.005 6.005
C -11.595 -5.642 5.316
C -11.964 -6.682 4.498
C -13.294 -7.135 4.466
H -14.512 -5.105 6.727
H -12.492 -4.119 6.549
H -10.551 -5.227 5.369
H -11.227 -7.183 3.926
H -13.551 -7.949 3.806
```

HOMO energy = -9.66 eV
HOMO-LUMO gap = 6.770 eV
total charge = +1

***

(Q)
Density functional theory data (ωB97M-V/def2-TZVPD) for a structure of composition C25H19AuN5OS.

```
52
C25H19AuN5OS | the OMol25 dataset | ωB97M-V/def2-TZVPD
Au 12.245 -12.876 16.451
C -0.384 -7.808 19.552
O 0.427 -7.511 18.430
C 1.705 -7.920 18.394
C 2.309 -8.692 19.353
C 3.580 -9.227 19.085
C 4.287 -8.877 17.925
C 3.647 -8.041 16.988
C 2.409 -7.545 17.229
C 5.654 -9.352 17.689
N 6.224 -10.317 18.376
C 7.432 -10.519 17.807
C 7.611 -9.627 16.759
N 6.471 -8.862 16.729
C 8.849 -9.581 16.039
C 9.132 -8.634 15.062
C 10.372 -8.619 14.473
C 11.314 -9.583 14.863
N 11.055 -10.496 15.777
C 9.876 -10.476 16.417
C 9.654 -11.461 17.488
N 10.621 -12.392 17.737
C 10.406 -13.216 18.768
C 9.256 -13.217 19.548
C 8.234 -12.355 19.247
C 8.430 -11.469 18.197
H -1.291 -7.293 19.389
H 0.029 -7.474 20.511
H -0.583 -8.877 19.631
H 1.751 -8.924 20.250
H 4.066 -9.916 19.764
H 4.147 -7.809 16.064
H 1.843 -7.009 16.461
H 6.218 -8.105 16.125
H 8.398 -7.886 14.772
H 10.635 -7.852 13.774
H 12.318 -9.612 14.438
H 11.176 -13.927 18.946
H 9.210 -13.878 20.384
H 7.308 -12.331 19.790
S 13.972 -13.528 15.061
C 13.555 -12.754 13.602
N 14.576 -12.361 12.834
C 14.416 -11.665 11.682
C 13.163 -11.383 11.228
C 12.074 -11.843 11.946
C 12.245 -12.555 13.103
H 15.544 -12.550 13.155
H 15.325 -11.451 11.192
H 13.065 -10.857 10.289
H 11.075 -11.733 11.527
H 11.475 -12.912 13.803
```

HOMO energy = -9.89 eV
HOMO-LUMO gap = 6.760 eV
total charge = +1

***

Energies relative to the most stable structure are (P) 113.2; (Q) 0.0, reported in kJ/mol.

***

(P)
Density functional theory data (ωB97M-V/def2-TZVPD) for the molecule CHClO3S.

```
7
CHClO3S | the OMol25 dataset | ωB97M-V/def2-TZVPD
O -1.790 -0.851 1.074
C -1.296 -0.157 0.247
S 0.812 -0.060 -0.153
O 1.572 -1.083 0.426
O 0.786 0.027 -1.592
Cl 1.363 1.767 0.606
H -1.447 0.356 -0.608
```

HOMO energy = -10.49 eV
HOMO-LUMO gap = 9.433 eV
structure (SMILES) = O=CS(=O)(=O)Cl

***

(Q)
Density functional theory data (ωB97M-V/def2-TZVPD) for a cluster of 3 separate species, CHClO3S in total.

```
7
CHClO3S | the OMol25 dataset | ωB97M-V/def2-TZVPD
C -4.241 -1.895 -0.435
O -3.356 -1.190 -0.258
O -1.660 2.981 -0.641
O -1.103 1.844 1.421
S -1.925 1.866 0.276
Cl -0.348 -0.055 -1.105
H -0.729 -0.845 -0.112
```

HOMO energy = -11.39 eV
HOMO-LUMO gap = 10.630 eV

***

Energies relative to the most stable structure are (P) 142.3; (Q) 0.0, reported in kJ/mol.

***

(P)
Density functional theory data (ωB97M-V/def2-TZVPD) for a cluster of 2 separate species, C4H11NOS in total.

```
18
C4H11NOS | the OMol25 dataset | ωB97M-V/def2-TZVPD
C -1.144 0.008 -1.919
C 0.466 -1.167 -0.208
C -1.051 0.621 0.543
C -0.445 -0.028 -0.597
N 1.407 1.526 1.102
O 1.271 -0.677 2.738
S 0.203 1.795 0.059
H -2.071 0.592 -1.735
H -0.454 0.247 -2.761
H -1.216 -1.052 -2.204
H -0.232 -1.822 0.233
H 1.209 -0.900 0.577
H 0.601 -1.661 -1.138
H -2.045 1.100 0.343
H -0.953 0.199 1.484
H 0.416 -0.465 3.096
H 2.313 1.373 0.684
H 1.433 0.240 2.168
```

HOMO energy = -8.31 eV
HOMO-LUMO gap = 8.859 eV

***

(Q)
Density functional theory data (ωB97M-V/def2-TZVPD) for the molecule C4H11NOS.

```
18
C4H11NOS | the OMol25 dataset | ωB97M-V/def2-TZVPD
N -1.464 0.755 -1.020
C -0.503 0.063 -0.216
C -0.865 -1.384 0.208
O -1.670 -1.333 1.382
C 0.934 0.192 -0.766
C 1.830 1.108 0.022
S 2.018 0.950 1.820
H -1.688 0.336 -1.913
H -2.357 0.941 -0.615
H -0.578 0.578 0.749
H 0.011 -2.024 0.334
H -1.421 -1.802 -0.656
H -1.591 -2.196 1.792
H 1.348 -0.768 -1.073
H 0.778 0.652 -1.755
H 1.611 2.120 -0.322
H 2.879 0.945 -0.243
H 0.731 0.867 2.273
```

HOMO energy = -9.00 eV
HOMO-LUMO gap = 9.835 eV
structure (SMILES) = N[C@@H](CO)CCS

***

Energies relative to the most stable structure are (P) 226.8; (Q) 0.0, reported in kJ/mol.

***

(P)
Density functional theory data (ωB97M-V/def2-TZVPD) for the molecule C4H11NOS.

```
18
C4H11NOS | the OMol25 dataset | ωB97M-V/def2-TZVPD
C -2.526 0.490 -0.578
C -1.889 0.315 0.753
S -0.718 -0.891 0.641
O -1.127 -1.988 -0.203
N 1.212 -0.891 0.477
C 1.688 -1.354 -0.849
C 1.618 0.453 0.739
H -3.049 1.449 -0.537
H -3.191 -0.363 -0.753
H -1.774 0.478 -1.560
H -1.273 1.165 1.322
H -0.915 -1.452 2.000
H 0.970 -2.184 -1.012
H 1.552 -0.787 -1.747
H 2.784 -1.716 -0.695
H 2.168 1.050 -0.114
H 0.724 1.023 1.185
H 2.469 0.431 1.587
```

HOMO energy (alpha / beta) = -8.21 / -8.21 eV
HOMO-LUMO gap (alpha / beta) = 8.560 / 8.559 eV
structure (SMILES) = CC=[S@@H](=O)N(C)C

***

(Q)
Density functional theory data (ωB97M-V/def2-TZVPD) for a cluster of 2 separate species, C4H11NOS in total.

```
18
C4H11NOS | the OMol25 dataset | ωB97M-V/def2-TZVPD
C -0.361 -0.107 3.760
C 0.127 -0.926 2.590
N 0.009 -0.325 1.370
O 0.460 -2.087 2.696
H 0.355 0.080 4.546
H -1.193 -0.678 4.151
H -0.863 0.808 3.443
H 0.368 -0.774 0.553
H -0.154 0.662 1.282
C -0.369 0.910 -1.521
S -0.643 -0.521 -2.607
C 0.682 -0.211 -3.862
H -1.216 0.892 -0.841
H -0.392 1.817 -2.133
H 0.610 1.003 -1.046
H 1.166 0.738 -3.679
H 0.142 -0.160 -4.794
H 1.272 -1.120 -3.909
```

HOMO energy = -8.74 eV
HOMO-LUMO gap = 9.429 eV
structure (SMILES) = CC(N)=O.CSC

***

(R)
Density functional theory data (ωB97M-V/def2-TZVPD) for a cluster of 2 separate species, C4H11NOS in total.

```
18
C4H11NOS | the OMol25 dataset | ωB97M-V/def2-TZVPD
C -2.345 0.219 -0.083
C -0.304 -1.161 0.177
C -0.291 1.453 0.669
C -0.873 0.256 0.042
N 1.393 1.139 -1.626
O 2.975 -1.281 0.777
S -0.058 1.412 -1.239
H -2.766 -0.207 0.784
H -2.728 1.175 -0.147
H -2.615 -0.420 -0.894
H -0.980 -1.769 -0.238
H -0.221 -1.337 1.266
H 0.712 -1.284 -0.161
H -0.979 2.223 0.964
H 0.777 1.482 1.161
H 3.513 -0.480 0.383
H 1.383 0.718 -2.552
H 3.405 -2.137 0.718
```

HOMO energy = -7.73 eV
HOMO-LUMO gap = 8.579 eV

***

(S)
Density functional theory data (ωB97M-V/def2-TZVPD) for the molecule C4H11NOS.

```
18
C4H11NOS | the OMol25 dataset | ωB97M-V/def2-TZVPD
C -1.716 -0.629 -1.377
S -1.000 0.190 -0.099
C -1.948 -0.385 1.360
O -1.149 1.600 -0.233
N 1.083 -0.024 0.391
C 1.607 -0.791 -0.650
C 1.673 1.310 0.405
H -1.510 -0.314 -2.308
H -1.533 -1.619 -1.148
H -2.114 -1.427 1.290
H -1.393 -0.221 2.256
H -2.834 0.187 1.385
H 2.650 -0.650 -0.662
H 1.420 -1.840 -0.466
H 1.389 -0.306 -1.685
H 2.699 1.103 0.165
H 1.149 2.155 -0.119
H 1.527 1.661 1.496
```

HOMO energy (alpha / beta) = -8.08 / -8.08 eV
HOMO-LUMO gap (alpha / beta) = 8.296 / 8.295 eV
structure (SMILES) = C=[S@](C)(=O)N(C)C

***

Energies relative to the most stable structure are (P) 594.2; (Q) 0.0; (R) 298.3; (S) 504.0, reported in kJ/mol.

***

(P)
Density functional theory data (ωB97M-V/def2-TZVPD) for the molecule C4H11NOS.

```
18
C4H11NOS | the OMol25 dataset | ωB97M-V/def2-TZVPD
C -1.036 -0.868 0.802
C -0.452 0.094 -0.244
C -0.952 1.546 -0.174
S -2.755 1.706 -0.047
N 1.007 0.180 -0.260
C 1.756 -1.033 -0.481
O 3.135 -0.706 -0.683
H -1.188 -0.441 1.798
H -1.998 -1.235 0.452
H -0.364 -1.712 0.958
H -0.809 -0.284 -1.209
H -0.622 2.036 -1.083
H -0.521 2.046 0.696
H -2.877 1.108 1.128
H 1.298 0.652 0.583
H 1.429 -1.504 -1.406
H 1.770 -1.665 0.405
H 3.180 0.079 -1.235
```

HOMO energy = -9.14 eV
HOMO-LUMO gap = 10.012 eV
structure (SMILES) = C[C@@H](CS)NCO

***

(Q)
Density functional theory data (ωB97M-V/def2-TZVPD) for the molecule C4H11NOS.

```
18
C4H11NOS | the OMol25 dataset | ωB97M-V/def2-TZVPD
O -1.633 2.479 1.275
C -0.938 1.766 0.273
N -0.837 0.370 0.666
C 0.521 -0.118 0.730
C 1.091 -0.483 -0.669
C 0.781 -1.913 -1.069
S -0.866 -2.286 -1.696
H -1.110 3.207 1.648
H 0.059 2.172 0.109
H -1.513 1.844 -0.647
H -1.210 0.302 1.606
H 0.608 -0.994 1.367
H 1.247 0.586 1.173
H 0.661 0.199 -1.391
H 2.164 -0.283 -0.695
H 1.463 -2.236 -1.865
H 1.041 -2.585 -0.249
H -1.529 -2.027 -0.565
```

HOMO energy = -8.68 eV
HOMO-LUMO gap = 9.424 eV
structure (SMILES) = OCNCCCS

***

Energies relative to the most stable structure are (P) 0.0; (Q) 26.7, reported in kJ/mol.

***

(P)
Density functional theory data (ωB97M-V/def2-TZVPD) for a structure of composition C3H6ClF.

```
11
C3H6ClF | the OMol25 dataset | ωB97M-V/def2-TZVPD
C 0.922 1.328 -0.127
C 0.288 -0.104 -0.086
C 0.892 -0.750 1.074
H 2.133 1.473 -0.401
H 0.665 2.168 -0.859
H 0.913 1.959 0.718
H 0.407 -0.417 1.929
H 2.094 -0.036 1.191
H 1.281 -2.293 0.757
F 0.470 -0.848 -1.200
Cl -1.431 0.114 0.135
```

HOMO energy = -10.88 eV
HOMO-LUMO gap = 11.496 eV

***

(Q)
Density functional theory data (ωB97M-V/def2-TZVPD) for the molecule C3H6ClF.

```
11
C3H6ClF | the OMol25 dataset | ωB97M-V/def2-TZVPD
F 1.592 -0.091 -0.574
C 0.411 0.742 -0.983
C -0.551 -0.144 -0.362
C 0.056 -0.486 1.006
Cl -0.199 0.771 2.286
H 0.283 0.609 -2.064
H 0.125 1.737 -0.750
H -1.542 0.396 -0.219
H -0.637 -1.181 -0.971
H 0.929 -1.024 1.065
H -0.467 -1.328 1.566
```

HOMO energy = -10.22 eV
HOMO-LUMO gap = 11.180 eV
structure (SMILES) = FCCCCl

***

(R)
Density functional theory data (ωB97M-V/def2-TZVPD) for a cluster of 2 separate species, C3H6ClF in total.

```
11
C3H6ClF | the OMol25 dataset | ωB97M-V/def2-TZVPD
C -0.707 0.092 0.237
C 0.735 0.167 -0.146
C -3.066 -0.522 -0.871
F -3.123 -1.672 -0.213
Cl -3.953 0.546 0.078
H -0.804 -0.603 0.972
H -1.445 -0.189 -0.553
H -1.184 0.965 0.594
H 1.193 -0.846 -0.388
H 0.971 0.715 -1.084
H 1.463 0.634 0.593
```

HOMO energy = -9.87 eV
HOMO-LUMO gap = 9.492 eV

***

Energies relative to the most stable structure are (P) 190.8; (Q) 0.0; (R) 122.0, reported in kJ/mol.

***

(P)
Density functional theory data (ωB97M-V/def2-TZVPD) for the molecule C3H5N5O.

```
14
C3H5N5O | the OMol25 dataset | ωB97M-V/def2-TZVPD
N 2.432 -0.918 0.145
N 1.641 -0.033 -0.436
O 1.732 1.343 -0.096
N 0.529 1.879 -0.039
C -0.318 0.968 -0.008
C -1.846 0.723 -0.088
N -1.818 -0.746 -0.120
N -0.501 -1.254 -0.290
C 0.304 -0.230 -0.315
H 2.681 -1.924 -0.360
H 1.903 -1.121 0.966
H -2.552 0.998 0.807
H -2.140 1.319 -1.079
H -2.047 -1.002 0.912
```

HOMO energy = -8.22 eV
HOMO-LUMO gap = 8.574 eV
structure (SMILES) = NN1ON=C2CNN=C21

***

(Q)
Density functional theory data (ωB97M-V/def2-TZVPD) for the molecule C3H5N5O.

```
14
C3H5N5O | the OMol25 dataset | ωB97M-V/def2-TZVPD
H 3.086 1.694 -0.142
N 2.880 1.237 -1.057
C 1.802 0.548 -0.975
N 0.875 0.456 0.082
N -0.296 -0.080 -0.286
O -1.300 0.888 -0.726
N -2.531 0.511 -0.351
C -2.429 -0.426 0.508
C -1.049 -0.922 0.655
N -0.613 -1.932 1.286
H 0.430 -1.974 1.088
H 1.478 -0.040 -1.876
H 0.969 0.997 0.935
H -3.301 -0.957 0.860
```

HOMO energy = -9.68 eV
HOMO-LUMO gap = 9.687 eV
structure (SMILES) = [H]/N=C\Nn1onc/c1=N/[H]

***

Energies relative to the most stable structure are (P) 264.7; (Q) 0.0, reported in kJ/mol.

***

(P)
Density functional theory data (ωB97M-V/def2-TZVPD) for a structure of composition C3H5N5O.

```
14
C3H5N5O | the OMol25 dataset | ωB97M-V/def2-TZVPD
C 0.393 -0.060 0.009
C -1.794 0.677 -0.079
C -0.406 1.096 -0.101
H 1.975 -1.631 -0.438
H 3.399 -0.814 0.970
H 2.168 1.190 0.034
H -1.685 -2.329 -0.231
H -2.431 1.460 0.084
N 2.797 -0.642 -0.128
N 1.742 0.162 -0.132
N 0.000 -1.296 0.201
N -1.371 -1.269 0.049
N -2.281 -0.561 -0.040
O 0.151 2.136 0.119
```

HOMO energy = -8.28 eV
HOMO-LUMO gap = 8.663 eV

***

(Q)
Density functional theory data (ωB97M-V/def2-TZVPD) for the molecule C3H5N5O.

```
14
C3H5N5O | the OMol25 dataset | ωB97M-V/def2-TZVPD
H -2.217 2.158 -0.136
N -1.698 1.291 -0.336
N -1.055 0.954 0.688
C -0.142 -0.099 0.483
N 0.272 -0.753 1.672
C -0.633 -0.936 -0.970
O -1.430 -1.748 -1.303
N 0.493 -0.427 -1.557
C 1.021 0.254 -0.478
N 2.161 0.749 -0.369
H 2.387 1.099 0.556
H -0.016 -0.263 2.511
H -0.037 -1.717 1.717
H 0.893 -0.561 -2.477
```

HOMO energy = -9.29 eV
HOMO-LUMO gap = 9.262 eV
structure (SMILES) = [H]/N=N/[C@@]1(N)C(=O)N/C1=N/[H]

***

Energies relative to the most stable structure are (P) 515.1; (Q) 0.0, reported in kJ/mol.